[1]
{
  "formula": "C11H10",
  "method": "the ωB97M-V functional and the def2-TZVPD basis",
  "total_charge": 0,
  "lumo_ha": 0.03671,
  "relative_energy_kj_mol": 855.3,
  "e_homo_ev": -8.453,
  "species": ["C", "C", "C", "C", "C", "C", "C", "C", "C", "C", "C", "H", "H", "H", "H", "H", "H", "H", "H", "H", "H"],
  "coordinates": [[0.945, 0.969, -0.603], [-0.277, 1.281, -0.278], [-3.485, 0.741, 0.534], [1.410, -0.433, -0.838], [-2.886, 1.742, -0.410], [-2.515, 1.759, 1.049], [0.580, -1.588, -0.378], [-1.497, 1.521, 0.017], [0.864, -1.648, 1.016], [2.016, -1.227, 0.281], [3.396, -1.774, 0.293], [1.704, 1.725, -0.763], [-4.527, 0.861, 0.800], [-3.161, -0.290, 0.470], [1.909, -0.510, -1.812], [-3.323, 2.441, -1.091], [-2.579, 2.477, 1.838], [0.176, -2.354, -1.016], [4.083, -0.986, 0.600], [3.697, -2.108, -0.703], [3.470, -2.600, 0.996]],
  "forces_ev_per_angstrom": [[0.0, 0.1, 0.0], [0.6, 0.0, -0.2], [-0.2, -0.1, 0.1], [0.2, -0.1, -0.2], [0.4, -0.3, 0.1], [0.2, -0.5, -0.3], [0.4, 0.5, 0.5], [-0.9, 0.2, 0.3], [0.1, -0.2, -0.3], [-0.6, 0.1, -0.3], [0.1, -0.1, 0.2], [0.0, 0.2, 0.0], [-0.1, 0.2, 0.0], [0.0, -0.1, 0.0], [0.0, -0.1, 0.1], [-0.1, 0.2, 0.0], [0.0, 0.3, 0.1], [-0.2, -0.2, 0.0], [0.1, 0.0, 0.0], [0.0, 0.0, 0.0], [0.1, 0.0, 0.0]]
}

[2]
{
  "formula": "C4H11N2O",
  "method": "the ωB97M-V functional and the def2-TZVPD basis",
  "total_charge": 1,
  "lumo_ha": -0.12594,
  "relative_energy_kj_mol": 214.4,
  "e_homo_ev": -13.806,
  "species": ["C", "N", "C", "O", "C", "N", "C", "H", "H", "H", "H", "H", "H", "H", "H", "H", "H", "H"],
  "coordinates": [[1.034, -2.414, 1.082], [1.036, -0.969, 1.453], [0.068, -0.172, 0.888], [-0.744, 0.512, 1.460], [0.373, 0.216, -0.590], [-0.984, 0.732, -1.127], [-1.072, 2.241, -1.000], [1.168, -2.438, -0.014], [0.082, -2.892, 1.264], [1.941, -2.769, 1.567], [1.358, -0.613, 2.347], [0.615, -0.696, -1.123], [1.226, 0.874, -0.703], [-0.989, 0.337, -2.068], [-1.792, 0.317, -0.670], [-2.015, 2.505, -0.533], [-0.313, 2.500, -0.261], [-0.991, 2.728, -1.971]],
  "forces_ev_per_angstrom": [[1.0, 1.7, -0.7], [-0.8, 0.1, -0.6], [1.8, 1.8, 0.0], [-0.4, -0.3, 0.2], [-2.2, -2.3, 0.7], [1.7, 0.2, -0.8], [-0.2, -0.2, 0.3], [0.3, -0.3, 0.4], [0.1, -0.3, 0.7], [-0.5, -0.9, -0.1], [-0.5, -0.8, 0.3], [0.0, -0.1, -0.4], [-0.4, 0.6, 0.1], [-0.4, 0.8, -0.3], [0.3, -0.2, 0.6], [-0.2, -0.1, -0.2], [0.0, 0.3, -0.5], [0.3, -0.1, 0.2]]
}

[3]
{
  "formula": "C32H42Cl2MoN5O7P2S",
  "method": "the ωB97M-V functional and the def2-TZVPD basis",
  "s2": 2.0311,
  "spin_multiplicity": 3,
  "total_charge": 1,
  "lumo_ha": [-0.14400, -0.13008],
  "relative_energy_kj_mol": 96.1,
  "e_homo_ev": [-10.449, -10.798],
  "species": ["Mo", "C", "N", "C", "P", "O", "O", "P", "O", "N", "C", "C", "N", "C", "C", "N", "C", "C", "H", "H", "H", "H", "H", "H", "H", "H", "H", "H", "H", "H", "H", "H", "H", "H", "H", "H", "H", "H", "H", "H", "H", "H", "C", "C", "C", "C", "C", "C", "C", "C", "C", "C", "H", "H", "H", "H", "H", "H", "H", "Cl", "C", "Cl", "H", "H", "S", "C", "C", "C", "C", "C", "C", "H", "H", "H", "H", "H", "O", "C", "O", "C", "C", "C", "C", "C", "C", "N", "O", "O", "H", "H", "H", "H"],
  "coordinates": [[0.450, 0.561, -0.478], [-3.883, -0.101, 2.329], [-4.088, -0.786, 1.055], [-4.441, 0.147, -0.023], [-3.182, -2.074, 0.582], [-2.526, -1.974, -0.731], [-2.061, -2.223, 1.787], [-0.719, -1.427, 2.057], [-0.623, -0.142, 1.277], [0.570, -2.380, 1.689], [1.172, -2.256, 0.374], [0.552, -3.754, 2.199], [-0.790, -1.193, 3.664], [-1.508, -2.060, 4.596], [0.398, -0.584, 4.275], [-4.083, -3.417, 0.758], [-4.973, -3.604, 1.893], [-3.681, -4.655, 0.098], [-4.756, 0.521, 2.526], [-2.995, 0.541, 2.316], [-3.793, -0.812, 3.147], [-5.352, 0.674, 0.261], [-4.624, -0.389, -0.951], [-3.638, 0.869, -0.190], [1.305, -1.168, 0.213], [0.573, -2.672, -0.437], [2.187, -2.653, 0.356], [0.141, -3.774, 3.207], [1.572, -4.134, 2.245], [-0.046, -4.412, 1.563], [-2.315, -2.589, 4.098], [-1.932, -1.447, 5.392], [-0.831, -2.787, 5.053], [0.907, 0.063, 3.567], [1.094, -1.354, 4.619], [0.086, 0.024, 5.124], [-5.294, -2.643, 2.288], [-4.488, -4.179, 2.689], [-5.863, -4.147, 1.570], [-3.022, -4.435, -0.738], [-4.569, -5.159, -0.284], [-3.173, -5.326, 0.798], [0.821, 3.588, 4.436], [-0.185, 3.220, 3.516], [0.118, 2.462, 2.421], [1.442, 2.013, 2.169], [1.806, 1.202, 1.039], [3.110, 0.780, 0.921], [4.101, 1.132, 1.875], [3.774, 1.921, 2.930], [2.438, 2.373, 3.104], [2.102, 3.170, 4.229], [0.576, 4.194, 5.298], [-1.208, 3.531, 3.687], [-0.685, 2.169, 1.756], [3.414, 0.177, 0.077], [5.117, 0.786, 1.738], [4.522, 2.220, 3.654], [2.887, 3.433, 4.926], [0.453, 3.246, -0.681], [-0.966, 4.179, -0.083], [-2.501, 3.359, -0.200], [-0.976, 5.069, -0.702], [-0.757, 4.395, 0.959], [2.066, 0.578, -2.212], [2.683, 2.224, -2.496], [2.059, 3.031, -3.444], [2.562, 4.290, -3.726], [3.697, 4.752, -3.072], [4.333, 3.943, -2.141], [3.831, 2.682, -1.856], [1.181, 2.662, -3.960], [2.075, 4.909, -4.468], [4.093, 5.733, -3.298], [5.228, 4.291, -1.643], [4.332, 2.048, -1.137], [-1.145, 1.009, -1.727], [-1.070, -0.141, -2.299], [-0.241, -0.958, -1.794], [-1.865, -0.461, -3.482], [-2.646, 0.518, -4.088], [-3.367, 0.209, -5.231], [-3.311, -1.072, -5.763], [-2.533, -2.020, -5.126], [-1.797, -1.751, -3.994], [-2.484, -3.396, -5.681], [-1.973, -4.252, -4.992], [-2.957, -3.564, -6.782], [-2.683, 1.510, -3.660], [-3.971, 0.964, -5.714], [-3.859, -1.344, -6.653], [-1.197, -2.516, -3.526]],
  "forces_ev_per_angstrom": [[0.5, 1.1, -0.7], [-0.1, -0.1, 0.0], [0.2, 0.3, 0.0], [-0.1, -0.1, 0.0], [0.0, -0.2, -0.4], [-0.1, 0.0, 0.2], [0.0, 0.0, 0.1], [-0.1, 0.3, 0.1], [-0.4, -0.5, -0.1], [0.0, -0.2, -0.2], [-0.1, 0.3, 0.0], [0.0, 0.0, 0.1], [0.3, -0.1, 0.1], [-0.2, 0.1, 0.0], [0.0, 0.0, 0.0], [-0.1, 0.0, 0.0], [0.0, 0.0, 0.0], [0.0, 0.0, 0.0], [0.0, 0.0, 0.0], [0.0, 0.0, 0.0], [0.0, 0.0, 0.0], [0.0, 0.0, 0.0], [0.0, 0.0, 0.0], [0.0, 0.0, 0.0], [0.5, -0.5, 0.0], [0.0, 0.0, 0.0], [0.0, -0.1, 0.1], [0.0, 0.0, 0.0], [0.0, 0.0, 0.0], [0.0, 0.0, 0.0], [0.0, 0.0, 0.0], [0.0, 0.0, 0.0], [0.0, 0.0, 0.0], [0.0, 0.0, 0.0], [0.0, 0.0, 0.0], [0.0, 0.0, 0.0], [0.0, 0.0, 0.0], [0.0, 0.0, 0.0], [0.0, 0.0, 0.0], [0.0, 0.0, 0.0], [0.0, 0.0, 0.0], [0.0, 0.0, 0.0], [-0.1, 0.0, -0.1], [0.1, 0.0, 0.1], [0.0, 0.0, 0.0], [0.0, -0.1, 0.0], [-0.1, -0.1, 0.0], [0.2, 0.0, 0.3], [-0.1, -0.1, -0.1], [-0.1, 0.1, 0.0], [0.2, 0.1, 0.2], [0.0, -0.1, -0.1], [0.0, 0.0, 0.0], [0.0, 0.0, 0.0], [0.0, 0.0, 0.0], [0.0, 0.0, 0.0], [0.0, 0.0, 0.0], [0.0, 0.0, 0.0], [0.0, 0.0, 0.0], [-0.1, -0.2, -0.2], [0.2, 0.2, 0.1], [0.0, -0.1, 0.0], [0.0, 0.0, 0.0], [0.0, 0.1, -0.1], [-0.2, 0.1, -0.2], [0.2, 0.0, 0.0], [0.0, -0.1, -0.1], [0.0, 0.0, 0.0], [0.0, 0.0, 0.0], [0.0, 0.0, 0.0], [0.0, 0.0, 0.1], [0.0, 0.0, 0.0], [0.0, 0.0, 0.0], [0.0, 0.0, 0.0], [0.0, 0.0, 0.0], [0.0, 0.0, 0.0], [-0.3, -0.2, -0.1], [-0.1, 0.1, 0.4], [0.1, 0.0, 0.2], [0.1, 0.0, 0.0], [-0.1, -0.1, 0.0], [0.0, 0.0, 0.0], [0.0, 0.1, 0.0], [0.0, -0.3, -0.1], [-0.1, 0.1, 0.0], [0.0, 0.3, 0.1], [0.0, -0.1, 0.0], [-0.1, -0.1, -0.1], [0.0, 0.0, 0.0], [0.0, 0.0, 0.0], [0.0, 0.0, 0.0], [0.0, 0.0, 0.0]]
}

[4]
{
  "formula": "C35H38Cl2NOPReSi",
  "method": "the ωB97M-V functional and the def2-TZVPD basis",
  "s2": 3.8862,
  "spin_multiplicity": 4,
  "total_charge": 2,
  "lumo_ha": [-0.32005, -0.28750],
  "e_homo_ev": [-13.456, -13.587],
  "species": ["Re", "Cl", "C", "C", "C", "Cl", "C", "C", "C", "C", "N", "C", "C", "O", "H", "H", "H", "H", "C", "C", "C", "C", "C", "C", "Si", "C", "C", "C", "C", "C", "C", "H", "H", "H", "H", "H", "H", "H", "H", "H", "H", "H", "C", "C", "C", "C", "P", "C", "C", "C", "C", "C", "C", "C", "C", "C", "C", "H", "H", "H", "H", "H", "H", "H", "H", "H", "H", "H", "H", "H", "H", "H", "H", "H", "H", "H", "H", "H", "H", "H"],
  "coordinates": [[0.348, -0.347, -0.213], [-0.576, 4.567, 0.628], [0.952, 3.865, 0.352], [2.123, 4.625, 0.391], [3.363, 4.061, 0.155], [4.771, 5.022, 0.231], [3.486, 2.673, -0.154], [4.689, 2.005, -0.406], [4.647, 0.656, -0.694], [3.430, -0.020, -0.710], [2.267, 0.566, -0.441], [2.296, 1.908, -0.180], [1.025, 2.483, 0.080], [0.020, 1.674, 0.067], [2.054, 5.676, 0.626], [5.621, 2.546, -0.389], [5.550, 0.105, -0.899], [3.418, -1.076, -0.943], [-4.830, -2.466, -3.289], [-3.974, -1.746, -4.107], [-2.968, -0.972, -3.554], [-2.828, -0.885, -2.170], [-3.698, -1.615, -1.358], [-4.688, -2.402, -1.910], [-1.767, 0.484, -1.400], [-2.883, 1.297, -0.087], [-2.547, 1.496, 1.251], [-3.421, 2.124, 2.118], [-4.657, 2.552, 1.663], [-5.016, 2.341, 0.342], [-4.142, 1.716, -0.528], [-5.616, -3.066, -3.723], [-4.102, -1.775, -5.178], [-2.310, -0.415, -4.200], [-3.627, -1.539, -0.284], [-5.370, -2.942, -1.270], [-1.156, 1.320, -2.462], [-1.585, 1.168, 1.628], [-3.141, 2.279, 3.148], [-5.343, 3.038, 2.338], [-5.984, 2.659, -0.014], [-4.439, 1.549, -1.553], [2.801, -3.188, 0.834], [1.760, -3.689, -0.167], [1.583, -5.196, -0.048], [2.184, -3.375, -1.607], [0.134, -2.737, 0.114], [-0.969, -3.620, -1.037], [-0.912, -3.164, -2.355], [-1.555, -3.848, -3.366], [-2.299, -4.978, -3.070], [-2.393, -5.418, -1.760], [-1.720, -4.756, -0.746], [-0.490, -2.859, 1.911], [0.254, -1.788, 2.726], [-0.322, -4.198, 2.619], [-1.968, -2.461, 1.838], [3.796, -3.495, 0.520], [2.633, -3.612, 1.821], [2.787, -2.100, 0.917], [2.513, -5.680, -0.340], [0.803, -5.561, -0.714], [1.357, -5.507, 0.964], [3.226, -3.653, -1.752], [2.056, -2.315, -1.850], [1.591, -3.954, -2.312], [-0.349, -2.261, -2.576], [-1.478, -3.501, -4.385], [-2.802, -5.517, -3.858], [-2.974, -6.298, -1.528], [-1.780, -5.145, 0.257], [1.317, -1.998, 2.806], [-0.155, -1.765, 3.734], [0.123, -0.778, 2.300], [0.726, -4.439, 2.773], [-0.801, -5.018, 2.095], [-0.779, -4.128, 3.605], [-2.078, -1.480, 1.357], [-2.383, -2.389, 2.841], [-2.559, -3.188, 1.284]],
  "forces_ev_per_angstrom": [[0.9, 2.3, 0.2], [0.0, 0.1, 0.0], [-0.1, -1.5, -0.3], [0.8, 0.0, 0.0], [-0.7, -0.1, 0.0], [0.2, 0.2, 0.0], [-0.2, 0.1, 0.1], [-0.3, -0.2, -0.1], [-0.1, 0.0, 0.0], [0.4, -0.5, -0.1], [-0.8, -0.3, -0.1], [-0.8, 1.2, 0.3], [2.3, 1.8, 0.1], [-1.4, -2.3, -0.1], [0.0, 0.1, 0.0], [0.1, 0.0, 0.0], [0.0, -0.1, -0.1], [-0.1, 0.0, 0.0], [0.0, 0.1, 0.0], [0.0, 0.0, -0.1], [0.0, 0.1, 0.0], [0.5, 0.8, 0.4], [0.0, 0.0, 0.1], [0.0, -0.1, 0.0], [-1.4, 0.1, -0.3], [0.6, -0.3, -0.3], [0.2, -0.1, 0.0], [-0.1, -0.1, 0.1], [0.0, 0.0, 0.0], [-0.1, 0.1, -0.1], [0.2, -0.2, -0.1], [-0.1, 0.0, 0.0], [0.0, 0.0, -0.1], [0.1, 0.1, -0.2], [0.0, 0.0, 0.2], [0.0, -0.1, 0.1], [0.0, 0.0, 0.1], [-0.1, 0.1, 0.1], [0.0, 0.0, 0.1], [-0.1, 0.1, 0.1], [-0.1, 0.1, 0.0], [-0.1, 0.0, -0.1], [-0.1, 0.0, 0.0], [0.0, 0.4, 0.0], [-0.2, 0.0, 0.1], [-0.2, 0.0, 0.0], [-0.1, -2.5, 0.6], [0.1, 0.5, -0.1], [0.1, 0.0, 0.2], [0.1, -0.1, -0.1], [0.1, 0.0, 0.1], [0.0, -0.1, 0.1], [0.1, 0.1, 0.1], [0.0, 0.3, -0.3], [0.1, -0.1, -0.2], [0.1, 0.0, -0.2], [0.1, -0.1, -0.1], [0.1, 0.0, 0.0], [0.0, 0.1, 0.1], [0.1, 0.1, 0.1], [0.1, 0.0, 0.0], [0.0, 0.0, 0.0], [0.0, -0.1, 0.1], [0.1, 0.0, 0.0], [0.1, 0.0, -0.2], [0.0, 0.1, -0.1], [-0.1, -0.1, -0.1], [0.0, 0.0, -0.1], [-0.1, -0.1, -0.1], [0.0, -0.1, 0.0], [0.0, 0.0, 0.2], [0.1, 0.1, 0.0], [-0.1, 0.1, 0.1], [0.0, 0.1, 0.1], [0.1, -0.1, 0.0], [0.0, -0.1, 0.0], [-0.1, 0.1, 0.1], [-0.1, 0.1, 0.0], [0.0, 0.1, 0.1], [0.0, 0.1, -0.1]]
}